# C3H10BFO7S

2 unconnected molecules or ions with the total composition C3H10BFO7S (wB97M-V/def2-TZVPD, OMol25).

Each atom is followed by the atoms it is bonded to, with distances in Å.
Geometry (Å):
1 O -0.15168 2.20988 -0.20432  S2 1.428
2 S -0.34475 2.26566 1.20961  O1 1.428, O3 1.626, O7 1.687
3 O -1.09792 0.89783 1.66195  S2 1.626, C4 1.425
4 C -2.30284 0.66181 0.93926  O3 1.425, C5 1.500, H12 1.078, H13 1.080
5 C -2.47881 -0.82493 0.84807  C4 1.500, F6 1.367, H14 1.080, H15 1.077
6 F -2.21488 -1.42419 2.04852  C5 1.367
7 O 1.15396 1.84979 1.86395  S2 1.687, O8 1.425
8 O 1.15798 0.53652 2.41587  O7 1.425, B9 1.376
9 B 1.77622 -0.35416 1.56824  O8 1.376, O10 1.346, O11 1.368
10 O 2.49779 0.02665 0.49749  B9 1.346, H16 0.969
11 O 1.61442 -1.67597 1.88000  B9 1.368, H17 0.970
12 H -2.24393 1.01079 -0.07922  C4 1.078
13 H -3.14852 1.12039 1.42905  C4 1.080
14 H -1.75235 -1.19784 0.14134  C5 1.080
15 H -3.47465 -1.07592 0.52395  C5 1.077
16 H 2.17484 -0.47383 -0.26648  O10 0.969
17 H 0.67400 -1.82032 2.06741  O11 0.970
18 C 1.21553 0.04848 -3.15229  O19 1.430, H20 1.087, H21 1.092, H22 1.093
19 O 1.64941 -1.07667 -2.38465  C18 1.430, H23 0.961
20 H 0.82623 0.79028 -2.45990  C18 1.087
21 H 2.04910 0.48283 -3.70818  C18 1.092
22 H 0.42433 -0.24035 -3.84815  C18 1.093
23 H 1.99651 -1.73674 -2.99150  O19 0.961

For the LUMO energy, the calculation gives 0.5 eV.